Density functional theory data (ωB97M-V with the def2-TZVPD basis set) for a molecular structure, C20H14BrCuN3O7Te.

Last column: Mulliken charge in e.
Geometry (Å):
Cu -0.5149 -0.4746 -0.2024  -0.372
O -4.3492 -0.2682 -1.0576  -0.693
C -3.1708 0.0681 -1.0253  0.642
O -2.1801 -0.7469 -1.0800  -0.661
C -2.8728 1.5747 -0.9691  0.103
C -3.8803 2.3907 -1.4254  -0.508
C -3.7489 3.7792 -1.4647  -0.393
C -2.5838 4.3890 -1.0373  -0.368
C -1.5596 3.5896 -0.5942  -0.053
C -1.6420 2.1585 -0.4878  0.760
O -0.7011 1.5126 0.0635  -0.534
N -0.3328 4.2697 -0.1894  0.929
O 0.7367 3.7696 -0.4798  -0.554
O -0.4451 5.3450 0.3834  -0.627
N -4.8302 4.6000 -1.9605  1.036
O -4.6693 5.8133 -1.9983  -0.671
O -5.8442 4.0479 -2.3574  -0.651
H -4.7999 1.9267 -1.7507  0.577
H -2.4772 5.4626 -1.0581  0.540
C 0.0885 -1.5533 3.5205  -0.450
Te -0.9275 0.2801 3.0602  0.278
C -1.4843 0.2440 5.1404  -1.169
C -0.6659 -0.8322 5.8015  0.513
C -0.6583 -0.9808 7.1870  -0.630
C 0.0925 -1.9739 7.7910  -0.506
C 0.8489 -2.8382 7.0090  -0.538
C 0.8439 -2.6985 5.6324  -0.610
C 0.0911 -1.6995 5.0184  0.330
H 1.1082 -1.5071 3.1419  0.022
H -0.4222 -2.3877 3.0396  0.369
H -2.5501 0.0348 5.2277  0.393
H -1.2890 1.2176 5.5875  0.457
H -1.2478 -0.3021 7.7924  0.420
H 0.0923 -2.0732 8.8692  0.373
H 1.4428 -3.6151 7.4741  0.387
H 1.4360 -3.3676 5.0178  0.456
Br 5.1679 -2.4367 2.4609  -0.161
C 3.5613 -1.9128 1.6189  0.236
C 3.2494 -0.5695 1.4995  -0.670
C 2.0551 -0.2354 0.8844  -0.154
N 1.2017 -1.1563 0.4172  0.105
C 1.5230 -2.4472 0.5385  -0.131
C 2.6970 -2.8771 1.1290  -0.615
H 3.9064 0.1985 1.8789  0.459
H 1.7422 0.7971 0.7728  0.450
H 0.8034 -3.1550 0.1502  0.436
H 2.9192 -3.9304 1.2131  0.446

Properties
**Net charge**: -1
**Largest force on an atom**: 0.416 eV/A
**LUMO energy**: 1.746 eV
**Energy relative to the best compared isomer or geometry (same formula, charge and spin)**: 0.0 kcal per mole
**E_HOMO**: -5.0341 eV

---

Density functional theory data (ωB97M-V with the def2-TZVPD basis set) for a single C20H14FN3O4 molecule.

Last column: Mulliken charge in e.
Geometry (Å):
C 6.6477 0.3571 0.1133  -1.267
C 5.3160 -0.2865 0.2444  0.595
C 4.9615 -1.5992 0.4304  -0.920
C 3.5572 -1.6288 0.4581  -0.223
C 3.1389 -0.3278 0.2845  -0.195
C 1.8223 0.2995 0.3238  0.718
O 1.6742 1.4890 0.5489  -0.632
C 0.6644 -0.5800 0.0933  -0.839
C 0.5278 -1.7049 -0.6369  0.601
O 1.3988 -2.4487 -1.3140  -0.614
H 0.8805 -3.1440 -1.7645  0.349
C -0.8998 -2.1351 -0.6541  0.839
O -1.2910 -3.1319 -1.2123  -0.651
N -1.5822 -1.2061 0.0852  0.143
C -2.9333 -1.1729 0.3393  0.532
N -3.6953 -2.1202 -0.1882  -0.561
C -4.9874 -2.0524 0.0643  -0.169
C -5.5410 -1.0438 0.8426  -0.655
C -4.6480 -0.1140 1.3545  -0.151
N -3.3512 -0.1718 1.1129  -0.372
H -4.9678 0.7080 1.9819  0.441
H -6.5979 -0.9893 1.0409  0.381
H -5.5896 -2.8360 -0.3763  0.441
C -0.7074 -0.1432 0.5623  -0.530
C -1.1052 1.2027 0.0038  -0.093
C -1.2055 1.4081 -1.3661  1.052
C -1.5665 2.6284 -1.9043  -0.774
C -1.8325 3.6845 -1.0519  -0.415
C -1.7385 3.5060 0.3178  -0.898
C -1.3806 2.2761 0.8383  -0.138
H -1.3065 2.1405 1.9055  0.447
H -1.9435 4.3297 0.9841  0.425
H -2.1104 4.6442 -1.4599  0.405
H -1.6283 2.7345 -2.9759  0.470
F -0.9519 0.3859 -2.2166  -0.314
H -0.7576 -0.0895 1.6557  0.942
O 4.2234 0.4785 0.1695  -0.382
H 2.9386 -2.4891 0.6000  0.633
H 5.6262 -2.4323 0.5339  0.434
H 7.4315 -0.3710 0.2983  0.331
H 6.7708 0.7675 -0.8885  0.296
H 6.7391 1.1784 0.8220  0.319

Properties
**Net charge**: 0
**Largest force on an atom**: 0.963 eV/A
**SMILES string**: Cc1ccc(C(=O)C2=C(O)C(=O)N(c3ncccn3)[C@@H]2c2ccccc2F)o1
**LUMO energy**: -0.256 eV
**Energy relative to the best compared isomer or geometry (same formula, charge and spin)**: 2.6 kcal per mole
**E_HOMO**: -8.6306 eV

---

Density functional theory data (ωB97M-V with the def2-TZVPD basis set) for a molecular structure, C20H14I2N3O5SbSe4Ta.

Last column: Mulliken charge in e.
Geometry (Å):
Ta 1.6862 1.4459 0.8759  0.783
O 0.0854 1.4448 4.9064  -0.703
C 0.6322 1.2910 3.8333  0.387
O 0.3501 1.8217 2.6942  -0.500
C 1.8066 0.3135 3.7469  0.334
C 2.3784 -0.5285 4.6799  -0.763
C 3.3645 -1.4081 4.2405  -0.222
C 3.7306 -1.4885 2.8962  -0.622
C 3.1074 -0.6201 2.0214  0.839
N 2.2345 0.2571 2.5058  0.123
C 3.2910 -0.5795 0.5071  0.146
O 3.3552 -1.6282 -0.0812  -0.566
O 3.3709 0.6559 0.0189  -0.552
H 2.0428 -0.4982 5.7062  0.543
H 3.8400 -2.0693 4.9538  0.423
H 4.4508 -2.2114 2.5427  0.531
I -0.5859 -5.3938 -2.6071  0.030
C -0.2655 -3.5659 -1.6497  -0.453
C -0.5418 -3.4419 -0.2960  -0.316
C -0.2930 -2.2241 0.3140  -0.381
I -0.6781 -2.0097 2.3536  -0.003
C 0.2250 -1.1375 -0.3910  0.191
O 0.5392 -0.0386 0.2743  -0.070
C 0.4479 -1.2584 -1.7600  1.281
C 0.9629 -0.0906 -2.5741  -1.819
N 0.0799 1.0641 -2.4368  0.338
C -1.2680 0.8371 -2.9246  -1.792
C -2.3310 0.7458 -1.8417  1.176
C -3.6167 0.3263 -2.1805  -1.133
C -4.5898 0.2866 -1.2002  -0.344
C -4.2573 0.6666 0.0931  -0.791
C -2.9591 1.0757 0.3357  -0.502
N -2.0148 1.1139 -0.6063  0.208
C 0.2152 -2.4833 -2.3696  -0.464
H -0.9416 -4.2674 0.2746  0.425
H 1.0392 -0.4401 -3.6168  0.531
H 1.9728 0.1791 -2.2586  0.363
H 0.4766 1.8882 -2.8650  0.317
H -1.3165 -0.0876 -3.5162  0.409
H -1.5512 1.6474 -3.6029  0.425
H -3.8423 0.0467 -3.2026  0.459
H -5.5969 -0.0315 -1.4397  0.405
H -4.9869 0.6582 0.8911  0.430
H -2.6505 1.4021 1.3247  0.495
H 0.4036 -2.5778 -3.4315  0.431
Se -0.7921 4.1209 -4.0527  -0.647
Sb -1.4148 4.1415 -1.7433  0.698
Se 2.8202 3.4719 1.6543  -0.436
Se 0.7553 3.5839 0.0904  -0.031
Se -3.1707 5.5938 -1.0867  -0.611

Properties
**Net charge**: -1
**Largest force on an atom**: 3.497 eV/A
**LUMO energy**: 0.773 eV
**Energy relative to the best compared isomer or geometry (same formula, charge and spin)**: 73.4 kcal per mole
**E_HOMO**: -4.3328 eV